Molecular formula: C48H88ClF8N11O19S8
Method: DFT, the ωB97M-V functional and the def2-TZVPD basis

Summary:
- E_tot (hartree) = -8357.473483
- max |F| (hartree/bohr) = 0.148
- molar mass (u) = 1567.3
- net charge = +2

Each line ends with the Löwdin charge.
CARTESIAN COORDINATES (ANGSTROEM)
C (20.87626, 23.33949, 21.87288)  -0.019
C (19.68985, 22.50548, 21.46634)  -0.196
N (19.63228, 22.30965, 19.96492)  -0.229
C (18.30877, 21.69840, 19.58024)  -0.004
C (19.75346, 23.61344, 19.19373)  -0.137
C (18.74624, 24.67453, 19.70856)  -0.040
C (20.88666, 21.48242, 19.62986)  -0.082
C (20.66626, 20.50495, 18.46150)  -0.178
O (20.32372, 21.03244, 17.20305)  -0.184
C (21.05627, 22.13986, 16.75664)  -0.108
H (20.73898, 24.31835, 21.38845)  0.087
H (21.79097, 22.90020, 21.57300)  0.073
H (20.95056, 23.46110, 22.94951)  0.093
H (18.69463, 22.96927, 21.76476)  0.090
H (19.61707, 21.43134, 21.74303)  0.123
H (18.23286, 21.73162, 18.50275)  0.069
H (17.51798, 22.32335, 19.98490)  0.011
H (18.24985, 20.67468, 19.95307)  0.089
H (19.58067, 23.47963, 18.13638)  0.104
H (20.78471, 23.92713, 19.25447)  0.125
H (18.84174, 25.09739, 20.72127)  0.076
H (17.74192, 24.33893, 19.47925)  0.058
H (18.84970, 25.51257, 19.00884)  0.067
H (21.11417, 20.87830, 20.49846)  0.124
H (21.75837, 22.14720, 19.46804)  0.110
H (19.81872, 19.83188, 18.71615)  0.097
H (21.52692, 19.84017, 18.36758)  0.136
H (21.86805, 21.74820, 16.08889)  0.112
H (21.57117, 22.72460, 17.51549)  0.071
H (20.35599, 22.81147, 16.32422)  0.072
C (15.53228, 20.06350, 24.23108)  -0.080
C (16.98988, 20.35680, 23.90936)  -0.186
N (17.79583, 20.97682, 25.09136)  -0.230
C (17.77306, 20.11984, 26.34007)  0.027
C (19.21914, 21.18000, 24.60738)  -0.191
C (20.09453, 19.97974, 24.60955)  -0.052
C (17.18462, 22.40181, 25.33691)  -0.019
C (17.72902, 23.12029, 26.63766)  -0.196
O (19.06222, 23.51882, 26.54233)  -0.222
C (19.60051, 24.06002, 27.72923)  -0.070
H (15.35229, 19.58062, 25.20642)  0.087
H (15.19812, 19.40474, 23.40428)  0.077
H (14.91444, 20.93822, 24.15433)  0.048
H (17.02177, 21.13831, 23.12489)  0.009
H (17.53799, 19.43573, 23.67361)  0.097
H (18.09882, 19.10968, 26.14992)  0.107
H (16.79898, 20.14036, 26.73852)  0.084
H (18.46902, 20.57969, 27.03934)  0.106
H (19.66933, 21.97129, 25.17498)  0.115
H (19.12910, 21.59265, 23.63019)  0.072
H (19.63652, 19.09535, 24.16354)  0.082
H (20.37398, 19.69558, 25.62144)  0.084
H (21.04193, 20.15420, 24.09356)  0.100
H (16.12530, 22.18420, 25.41504)  0.119
H (17.45714, 22.95404, 24.43352)  0.099
H (17.66526, 22.56156, 27.55540)  0.110
H (17.07220, 23.96368, 26.74215)  0.124
H (19.74191, 23.18627, 28.35875)  0.090
H (18.91626, 24.75770, 28.18116)  0.087
H (20.57843, 24.53182, 27.49088)  0.113
C (13.58696, 29.20611, 19.43964)  -0.049
C (14.31401, 27.83144, 19.47228)  -0.145
N (15.23920, 27.45708, 18.31131)  -0.223
C (15.59841, 26.00623, 18.52382)  0.012
C (14.45483, 27.56974, 17.01113)  -0.131
C (15.34744, 27.13457, 15.81006)  -0.045
C (16.49309, 28.31223, 18.24744)  -0.055
C (17.00726, 28.63080, 19.64509)  -0.170
O (17.00560, 27.45384, 20.44769)  -0.244
C (17.73308, 27.60987, 21.64932)  -0.071
H (12.95722, 29.22859, 20.33629)  0.092
H (12.93031, 29.28502, 18.57847)  0.063
H (14.19758, 30.11687, 19.35613)  0.084
H (13.57180, 27.07919, 19.68207)  0.133
H (14.94465, 27.81721, 20.34644)  0.104
H (15.66794, 25.70870, 19.54988)  0.092
H (16.55399, 25.79146, 18.05809)  0.082
H (14.87977, 25.33080, 18.12227)  0.096
H (14.21705, 28.63955, 16.85582)  0.128
H (13.55053, 27.00495, 17.11959)  0.126
H (16.33889, 27.61447, 15.81654)  0.052
H (14.89175, 27.29102, 14.83088)  0.091
H (15.49929, 26.05932, 15.91003)  0.056
H (16.15284, 29.21169, 17.75038)  0.146
H (17.23255, 27.67039, 17.74122)  0.082
H (16.46637, 29.42554, 20.15066)  0.123
H (18.05998, 28.93254, 19.62713)  0.137
H (17.62783, 26.62978, 22.09683)  0.089
H (17.23660, 28.32397, 22.27002)  0.088
H (18.77554, 27.85736, 21.48874)  0.099
C (17.33716, 19.20218, 16.81074)  0.046
N (16.36496, 18.11230, 17.11161)  -0.064
C (16.68138, 16.91802, 16.59579)  -0.045
C (15.96824, 15.83642, 16.96590)  0.002
C (14.99989, 15.86916, 17.91949)  -0.145
C (14.61157, 17.09373, 18.38844)  0.060
C (15.28865, 18.23262, 17.93212)  0.047
C (14.57186, 14.56225, 18.51248)  -0.089
C (14.06313, 13.51138, 17.79544)  0.022
C (13.65542, 12.34802, 18.39264)  0.007
N (13.89218, 12.09644, 19.70415)  -0.067
C (14.43353, 13.07882, 20.44936)  0.049
C (14.67853, 14.34214, 19.90540)  0.064
C (13.74011, 10.70980, 20.23393)  0.044
H (16.95080, 20.20084, 17.02780)  0.073
H (17.59026, 19.12842, 15.74757)  0.107
H (18.22880, 18.98520, 17.42348)  0.100
H (17.57466, 16.88329, 15.95787)  0.166
H (16.24848, 14.88881, 16.54783)  0.140
H (13.85745, 17.19667, 19.17284)  0.145
H (15.09721, 19.23734, 18.26650)  0.134
H (13.86146, 13.63933, 16.73975)  0.139
H (13.09092, 11.56068, 17.88502)  0.157
H (14.71623, 12.89825, 21.50194)  0.161
H (15.02250, 15.15292, 20.49389)  0.036
H (14.49211, 10.07346, 19.79439)  0.109
H (12.75298, 10.35855, 20.06390)  0.097
H (13.93763, 10.58292, 21.29110)  0.107
C (10.44387, 21.07295, 10.87079)  0.062
N (11.92142, 21.35195, 11.03263)  -0.068
C (12.81760, 20.80661, 10.17968)  0.013
C (14.15411, 20.99558, 10.32864)  0.037
C (14.69748, 21.78222, 11.32388)  -0.124
C (13.76818, 22.40707, 12.13012)  0.079
C (12.36512, 22.19958, 11.97316)  0.050
C (16.15482, 21.84588, 11.50928)  -0.133
C (16.93346, 20.68199, 11.70238)  0.022
C (18.29714, 20.71632, 11.78316)  -0.017
N (18.96449, 21.87321, 11.70370)  -0.078
C (18.27726, 23.04890, 11.68962)  0.048
C (16.88641, 23.03193, 11.51746)  0.058
C (20.44133, 21.96484, 11.81781)  0.060
H (10.06390, 20.85413, 11.87082)  0.109
H (10.24786, 20.31790, 10.14928)  0.092
H (9.93551, 22.04800, 10.65165)  0.130
H (12.42164, 20.17912, 9.41440)  0.144
H (14.80901, 20.52143, 9.62544)  0.140
H (14.00605, 23.05076, 12.93774)  0.114
H (11.58948, 22.70288, 12.53664)  0.159
H (16.46917, 19.71830, 11.74829)  0.132
H (18.96645, 19.83955, 11.94638)  0.168
H (18.90373, 23.94994, 11.81839)  0.171
H (16.32403, 23.95472, 11.55299)  0.144
H (20.75693, 20.98252, 12.16374)  0.104
H (20.71428, 22.76288, 12.51489)  0.121
H (20.82214, 22.15294, 10.82589)  0.112
N (25.78692, 22.13857, 19.55303)  -0.319
S (24.59078, 21.09179, 19.24529)  0.523
O (23.86032, 21.53334, 18.06510)  -0.325
O (23.72510, 20.80963, 20.37057)  -0.317
F (25.25334, 19.76405, 18.80597)  -0.144
S (26.58404, 22.23443, 20.89825)  0.526
O (27.16491, 21.01810, 21.40127)  -0.297
O (25.92573, 23.13853, 21.88649)  -0.342
F (27.78777, 23.08745, 20.30366)  -0.186
N (19.36547, 27.75665, 14.73246)  -0.306
S (19.61492, 27.27256, 16.12969)  0.548
O (20.97600, 26.87322, 16.35843)  -0.258
O (18.60585, 26.52700, 16.86923)  -0.341
F (19.40901, 28.70456, 16.95491)  -0.221
S (18.40833, 28.10927, 13.58142)  0.546
O (17.41111, 27.20249, 13.23011)  -0.296
O (19.02832, 28.79074, 12.47831)  -0.262
F (17.36437, 29.32817, 14.24698)  -0.268
N (16.96428, 16.13603, 20.73249)  -0.286
S (18.02633, 17.11660, 20.00081)  0.557
O (17.96389, 16.71093, 18.63352)  -0.289
O (19.40398, 17.29810, 20.40487)  -0.247
F (17.29964, 18.52405, 20.13793)  -0.175
S (16.16991, 16.40915, 22.12253)  0.585
O (16.58659, 17.39080, 23.04383)  -0.249
O (15.56201, 15.18289, 22.43209)  -0.273
F (14.74047, 17.20077, 21.59220)  -0.258
N (15.04367, 21.50357, 15.22491)  -0.312
S (16.40546, 22.30693, 15.24518)  0.598
O (17.32807, 21.82217, 14.16066)  -0.320
O (17.17848, 22.45894, 16.48163)  -0.278
F (15.96912, 23.80375, 14.87298)  -0.172
S (13.86807, 21.87204, 16.09124)  0.496
O (13.61033, 23.31486, 16.30322)  -0.301
O (13.70079, 21.03794, 17.25312)  -0.280
F (12.57733, 21.39695, 15.24231)  -0.203
Cl (15.87653, 22.88562, 21.95237)  -0.350

Atoms 1-3, force components in eV/Å:
C -0.827 0.312 0.103
C -2.162 -0.266 -0.266
N 0.804 0.482 -1.063

=====

Molecular formula: C21H23CrN4O2
Method: DFT, the ωB97M-V functional and the def2-TZVPD basis

Summary:
- E_tot (hartree) = -2227.513698
- 2S+1 = 2
- max |F| (hartree/bohr) = 0.019
- molar mass (u) = 415.4
- net charge = +2

Each line ends with the natural charge from an NBO analysis.
CARTESIAN COORDINATES (ANGSTROEM)
Cr (0.23343, -0.33100, -0.09042)  0.994
C (-0.41116, 1.70837, 2.03989)  -0.214
C (-0.46072, 0.44910, 2.89775)  -0.475
C (-1.42531, -0.59398, 2.39060)  0.249
C (-2.30913, -1.21360, 3.26127)  -0.221
C (-3.21019, -2.14476, 2.77647)  -0.100
C (-3.21837, -2.42453, 1.41734)  -0.221
C (-2.30605, -1.77963, 0.61280)  0.065
N (-1.41332, -0.89069, 1.07970)  -0.492
N (0.44359, 1.56454, 0.83290)  -0.446
C (0.06272, 2.57083, -0.19167)  -0.257
C (-1.04356, 2.05733, -1.07119)  0.216
C (-1.96903, 2.88894, -1.67111)  -0.220
C (-2.87474, 2.34731, -2.57062)  -0.095
C (-2.82314, 0.98960, -2.84819)  -0.227
C (-1.88566, 0.21497, -2.19695)  0.086
N (-1.01940, 0.73417, -1.31393)  -0.484
C (1.88181, 1.70914, 1.15543)  -0.275
C (2.73162, 1.05620, 0.08945)  0.222
C (4.09805, 1.26683, 0.03084)  -0.225
C (4.82174, 0.67035, -0.98734)  -0.091
C (4.15629, -0.10237, -1.93183)  -0.226
C (2.79639, -0.27460, -1.80356)  0.082
N (2.09209, 0.27652, -0.79919)  -0.497
H (-0.04802, 2.55735, 2.62604)  0.227
H (-1.41845, 1.95347, 1.69909)  0.228
H (-0.77875, 0.74084, 3.89832)  0.265
H (0.53635, 0.01230, 3.02692)  0.235
H (-2.29003, -0.95674, 4.31143)  0.246
H (-3.90267, -2.63711, 3.44592)  0.252
H (-3.91511, -3.12961, 0.98788)  0.252
H (-2.27321, -1.97687, -0.45060)  0.203
H (0.93219, 2.75191, -0.82732)  0.245
H (-0.20253, 3.51895, 0.28165)  0.239
H (-1.97162, 3.94646, -1.44437)  0.250
H (-3.60716, 2.97961, -3.05415)  0.255
H (-3.49963, 0.53293, -3.55593)  0.258
H (-1.80386, -0.84668, -2.38345)  0.221
H (2.08545, 1.26777, 2.13190)  0.245
H (2.14285, 2.76961, 1.23091)  0.237
H (4.58267, 1.89532, 0.76619)  0.249
H (5.89148, 0.81665, -1.05395)  0.254
H (4.68393, -0.56285, -2.75439)  0.258
H (2.23086, -0.86228, -2.51458)  0.220
C (0.89820, -4.34385, -1.34571)  -0.271
O (0.37658, -3.02492, -1.73228)  -0.450
C (0.45593, -2.07532, -0.87755)  0.636
O (0.91561, -2.14140, 0.28874)  -0.554
H (1.00148, -4.89094, -2.27463)  0.230
H (0.17543, -4.82088, -0.68990)  0.213
H (1.85414, -4.22273, -0.84457)  0.211

Atoms 1-3, force components in eV/Å:
Cr 0.575 -0.344 0.742
C -0.021 0.064 0.002
C -0.029 -0.019 0.043

=====

Molecular formula: C21H36NO24S2
Method: DFT, the ωB97M-V functional and the def2-TZVPD basis

Summary:
- E_tot (hartree) = -3478.384924
- max |F| (hartree/bohr) = 0.191
- energy above the lowest of the compared OMol25 structures with the same formula, charge and spin (kcal/mol) = 3.0
- molar mass (u) = 750.6
- net charge = -1

Each line ends with the Löwdin charge.
CARTESIAN COORDINATES (ANGSTROEM)
N (0.85339, 0.09029, 0.23507)  -0.736
O (1.88447, 0.40555, 0.59588)  0.044
O (0.47884, 0.50495, -0.80026)  -0.027
O (0.24681, -0.89151, 0.75667)  -0.093
O (-0.28212, 3.31146, 6.38736)  -0.258
S (-0.95041, 2.08263, 6.44155)  0.542
O (-2.20807, 1.80110, 6.94323)  -0.243
O (-0.89946, 1.45191, 4.94642)  -0.271
C (-1.63936, 2.25035, 3.93712)  -0.184
C (-1.24304, 1.77291, 2.54342)  -0.029
C (0.05468, 0.94402, 7.33578)  -0.094
H (-1.28173, 3.19165, 4.19026)  0.074
H (-2.65438, 2.34174, 4.26440)  0.114
H (-1.81024, 0.76606, 2.21204)  0.113
H (-0.24347, 1.62367, 2.39588)  0.049
H (-1.49777, 2.42018, 1.85717)  -0.001
H (0.50690, 1.45578, 8.22091)  0.095
H (1.03400, 0.85362, 6.81837)  0.105
H (-0.58192, 0.30518, 7.64554)  -0.019
O (4.20895, 1.32414, -4.36952)  -0.296
S (3.38568, 2.29434, -3.70829)  0.648
O (3.40781, 3.68838, -3.82606)  -0.250
O (1.83199, 1.89462, -4.08881)  -0.239
C (0.90600, 2.88807, -4.13872)  -0.323
C (-0.27071, 2.31386, -4.88354)  -0.050
C (3.68821, 1.72705, -1.98845)  -0.041
H (1.26243, 3.77097, -4.75196)  0.136
H (0.83433, 3.47299, -3.25873)  0.095
H (-1.18555, 2.88946, -4.74197)  0.079
H (-0.72747, 1.47692, -4.35552)  0.069
H (-0.14513, 2.05148, -5.91041)  0.077
H (2.92528, 2.22526, -1.42147)  0.050
H (4.66097, 1.89290, -1.72323)  0.050
H (3.38973, 0.76931, -2.15813)  0.019
C (-1.39840, -1.58353, 3.89435)  -0.146
C (-1.74694, -3.06726, 3.72230)  -0.092
O (-1.26290, -3.66405, 4.92114)  0.087
C (-0.90062, -2.68025, 5.69440)  -0.562
O (-0.63337, -2.82835, 6.95034)  0.038
O (-1.08577, -1.49512, 5.21722)  0.086
H (-2.34017, -1.01992, 3.72689)  0.144
H (-0.57661, -1.30602, 3.28207)  0.113
H (-1.21031, -3.66576, 2.86097)  0.160
H (-2.86196, -3.30204, 3.64665)  0.146
C (0.07764, -5.37008, -0.38490)  -0.104
C (0.75449, -4.33140, -1.30405)  -0.037
O (2.10010, -4.88820, -1.15075)  0.066
C (2.21929, -5.76218, -0.18077)  -0.580
O (3.32077, -6.27373, 0.18355)  0.067
O (1.07594, -5.99785, 0.41422)  0.098
H (-0.31336, -6.11627, -1.01856)  0.121
H (-0.63317, -5.02232, 0.24545)  0.090
H (0.76234, -3.35588, -0.65231)  0.158
H (0.35611, -4.16514, -2.26272)  0.100
C (0.67728, 3.87252, 0.51908)  -0.056
C (-0.59395, 4.11698, -0.30900)  -0.080
O (-0.17416, 5.09098, -1.33970)  0.079
C (1.08848, 5.34925, -1.20165)  -0.657
O (1.77998, 6.14186, -1.87750)  0.087
O (1.60104, 4.75105, -0.18581)  0.073
H (0.99301, 2.82131, 0.10613)  0.137
H (0.32044, 4.01512, 1.62649)  0.161
H (-1.42969, 4.43134, 0.21878)  0.099
H (-0.94318, 3.38334, -0.96110)  0.102
C (-2.40002, -1.61065, -1.27311)  -0.122
C (-3.01062, -0.24965, -0.79560)  -0.113
O (-4.42405, -0.41087, -0.86918)  0.072
C (-4.71044, -1.58514, -1.47061)  -0.623
O (-5.75487, -1.95472, -1.75375)  0.212
O (-3.56226, -2.20911, -1.77389)  0.056
H (-1.90920, -1.97022, -0.30110)  0.119
H (-1.51285, -1.49240, -2.04645)  0.156
H (-2.74312, 0.52436, -1.29887)  0.044
H (-2.57051, 0.00066, 0.30110)  0.149
C (2.36011, -1.34581, -4.65859)  -0.086
C (1.23330, -1.53645, -3.51659)  -0.174
O (0.36385, -2.45976, -4.00116)  0.013
C (0.79347, -2.89596, -5.33198)  -0.411
O (0.25843, -3.69656, -6.07927)  0.134
O (1.85418, -2.13154, -5.73469)  0.043
H (3.40799, -1.73118, -4.35375)  0.151
H (2.62495, -0.36776, -5.01082)  0.079
H (0.91081, -0.55382, -3.37149)  0.082
H (1.82885, -1.76308, -2.66341)  0.114

Atoms 1-3, force components in eV/Å:
N -3.300 -5.618 -0.240
O 8.091 2.934 4.769
O -3.918 3.004 -5.766

=====

> What is the molar mass in the second record?

415.4 u

=====

> Which formula does entry 3 have?

C21H36NO24S2